Density functional theory data (wB97M-V/def2-TZVPD) for BrCl2HNP in the gas phase in a non-equilibrium geometry.

HOMO energy ... -10.650 eV
Energy above the lowest of the compared OMol25 structures with the same formula, charge and spin ... 16.03 kcal per mole
Energy ... -3891.12913 a.u.
Kohn-Sham gap ... 0.3340 Eh

XYZ file:
```
6
BrCl2HNP | the Open Molecules 2025 dataset | wB97M-V/def2-TZVPD
P 0.037 -0.048 -0.155
Br 0.421 -1.847 1.062
H -1.676 0.784 0.876
N -0.995 0.986 0.189
Cl -0.069 -0.828 -1.933
Cl 2.282 0.953 -0.040
```

Density functional theory data (wB97M-V/def2-TZVPD) for C7H14 in the gas phase in a non-equilibrium geometry.

HOMO energy ... -9.439 eV
Energy above the lowest of the compared OMol25 structures with the same formula, charge and spin ... 54.59 kcal per mole
Energy ... -275.02924 a.u.
Kohn-Sham gap ... 0.3910 Eh

XYZ file:
```
21
C7H14 | the Open Molecules 2025 dataset | wB97M-V/def2-TZVPD
C 1.240 0.010 0.735
H -2.183 -0.343 1.245
C 0.015 -0.794 1.170
C 2.334 -0.412 -0.172
H 2.240 -1.405 -0.592
H 3.340 -0.094 0.051
H 1.546 0.721 1.512
H 0.995 0.290 -1.746
H 0.118 -1.858 0.869
H -0.267 1.472 -0.165
H -1.599 2.065 0.971
H -1.808 -1.920 -0.689
H -2.298 -0.439 -1.560
H 1.810 1.627 -0.913
C -1.333 1.375 0.155
H -0.076 -0.829 2.276
H -0.605 -0.768 -1.288
C 1.441 0.606 -0.787
C -1.420 -0.126 0.497
C -1.589 -0.862 -0.833
H -1.900 1.685 -0.738
```

Q: Which of these has the lowest energy?
A: BrCl2HNP

Q: Among the records above, which one has the highest Kohn-Sham gap?
A: C7H14